(1)
The following is a DFT calculation (the ωB97M-V functional and the def2-TZVPD basis) of 2 unconnected molecules or ions with the total composition C6H17NO.

Properties
- orbital gap (eV) = 9.54
- energy above the lowest of the compared OMol25 structures with the same formula, charge and spin (kcal/mol) = 35.7
- SMILES = CCCCN(C)C.O
- 2S+1 = 1
- E_LUMO (eV) = 0.91
- HOMO (eV) = -8.63

Last column: Löwdin charge in e.
Atoms and positions in Å:
C 1.343 1.645 -2.168  -0.109
C 0.781 2.369 -0.910  -0.245
C 0.454 1.276 0.183  -0.192
C -0.767 0.447 -0.215  -0.188
N -0.594 -0.829 0.554  -0.321
C -1.793 -1.173 1.420  -0.067
C -0.292 -2.040 -0.254  -0.093
H 1.498 2.399 -2.939  0.064
H 2.304 1.227 -1.898  0.072
H 0.582 0.987 -2.579  0.055
H -0.153 2.928 -1.026  0.096
H 1.524 3.148 -0.668  0.100
H 0.396 1.702 1.183  0.109
H 1.370 0.701 0.225  0.093
H -1.741 0.865 0.086  0.118
H -0.846 0.258 -1.293  0.101
H -2.528 -1.619 0.705  0.097
H -1.950 -0.288 1.998  0.079
H -1.484 -1.976 2.091  0.061
H -0.468 -2.924 0.368  0.083
H 0.709 -2.032 -0.683  0.086
H -1.000 -1.987 -1.069  0.071
O 1.138 -1.619 2.603  -0.073
H 1.058 -1.180 1.734  0.007
H 0.457 -2.284 2.552  -0.005

(2)
The following is a DFT calculation (the ωB97M-V functional and the def2-TZVPD basis) of 2 unconnected molecules or ions with the total composition C6H17NO.

Properties
- orbital gap (spin up / spin down) (eV) = 10.88 / 5.50
- energy above the lowest of the compared OMol25 structures with the same formula, charge and spin (kcal/mol) = 21.1
- total charge = +1
- 2S+1 = 2
- E_LUMO (spin up / spin down) (eV) = -3.24 / -8.63
- HOMO (spin up / spin down) (eV) = -14.12 / -14.12

Last column: Löwdin charge in e.
Atoms and positions in Å:
C 1.507 -1.665 -0.493  -0.033
C 1.154 -0.416 0.349  -0.353
C -0.300 0.075 0.178  -0.118
C -0.675 0.193 -1.324  -0.188
C 0.174 1.165 -2.100  -0.276
C -0.123 2.639 -1.956  -0.090
N 1.416 -0.802 1.727  0.322
H 1.784 -1.420 -1.514  0.092
H 0.713 -2.403 -0.592  0.098
H 2.365 -2.161 -0.048  0.091
H 1.848 0.385 0.060  0.170
H -0.450 1.081 0.571  0.124
H -1.005 -0.656 0.582  0.127
H -1.723 0.526 -1.319  0.135
H -0.722 -0.789 -1.803  0.117
H 0.224 0.961 -3.168  0.118
H 1.245 0.927 -1.954  0.105
H 0.129 2.966 -0.939  0.074
H 0.462 3.268 -2.618  0.081
H -1.176 2.863 -2.126  0.085
H 0.946 -0.205 2.420  0.163
H 1.223 -1.793 1.881  0.157
H -3.231 -1.008 5.224  0.026
H -2.947 -1.898 4.000  0.031
O -2.838 -1.834 4.962  -0.057

(3)
The following is a DFT calculation (the ωB97M-V functional and the def2-TZVPD basis) of 2 unconnected molecules or ions with the total composition C6H17NO.

Properties
- orbital gap (spin up / spin down) (eV) = 11.44 / 5.56
- energy above the lowest of the compared OMol25 structures with the same formula, charge and spin (kcal/mol) = 33.1
- total charge = +1
- 2S+1 = 2
- E_LUMO (spin up / spin down) (eV) = -3.34 / -9.22
- HOMO (spin up / spin down) (eV) = -14.78 / -14.78

Last column: Löwdin charge in e.
Atoms and positions in Å:
C 1.737 -1.875 -1.470  -0.090
C 0.283 -1.689 -1.067  -0.232
C 0.124 -0.896 0.263  -0.235
C 0.660 0.505 0.248  -0.222
C 0.040 1.417 -0.807  -0.149
C -1.489 1.490 -0.736  -0.158
N -2.086 2.016 0.528  0.338
H 2.249 -0.909 -1.690  0.084
H 1.835 -2.408 -2.373  0.057
H 2.301 -2.454 -0.709  0.098
H -0.160 -2.637 -0.969  0.098
H -0.263 -1.130 -1.804  0.088
H 0.580 -1.512 1.023  0.113
H -0.941 -0.835 0.541  0.105
H 0.507 0.959 1.272  0.115
H 1.767 0.513 0.152  0.136
H 0.310 1.039 -1.867  0.169
H 0.440 2.397 -0.730  0.106
H -1.944 2.153 -1.541  0.163
H -1.927 0.497 -0.912  0.129
H -1.817 1.512 1.323  0.104
H -1.688 2.982 0.718  0.192
H 0.243 -0.568 4.178  0.054
H -0.348 -0.475 2.768  -0.007
O -0.414 -0.093 3.658  -0.055

(4)
The following is a DFT calculation (the ωB97M-V functional and the def2-TZVPD basis) of 3 unconnected molecules or ions with the total composition C6H17NO2.

Properties
- orbital gap (eV) = 9.35
- energy above the lowest of the compared OMol25 structures with the same formula, charge and spin (kcal/mol) = 20.9
- SMILES = C/C=C(\C)CCN.O.O
- 2S+1 = 1
- E_LUMO (eV) = 0.71
- HOMO (eV) = -8.64

Last column: Löwdin charge in e.
Atoms and positions in Å:
C 0.349 1.761 -1.432  -0.108
C 1.008 0.671 -0.645  -0.126
C 0.437 -0.476 -0.233  -0.343
C -0.981 -0.863 -0.522  -0.071
C 1.200 -1.472 0.573  -0.191
C 1.377 -0.980 2.039  -0.262
N 0.110 -0.891 2.787  -0.005
H -0.721 1.804 -1.278  0.058
H 0.682 2.745 -1.135  0.074
H 0.515 1.583 -2.520  0.084
H 1.995 0.929 -0.339  0.098
H -1.027 -1.764 -1.233  0.114
H -1.500 -1.216 0.352  0.068
H -1.556 -0.008 -0.945  0.074
H 0.729 -2.498 0.485  0.129
H 2.205 -1.560 0.180  0.100
H 2.058 -1.731 2.600  0.124
H 1.872 0.051 2.006  0.121
H -0.347 -1.768 2.864  0.047
H -0.542 -0.216 2.400  0.019
O -1.175 0.358 -3.824  -0.047
H -0.899 0.030 -2.960  -0.010
H -1.231 -0.416 -4.376  0.034
O -1.486 1.488 1.637  -0.048
H -0.882 1.607 0.870  0.029
H -1.173 2.051 2.330  0.039

(5)
The following is a DFT calculation (the ωB97M-V functional and the def2-TZVPD basis) of a molecular structure, C6H17NO2.

Properties
- orbital gap (eV) = 8.39
- energy above the lowest of the compared OMol25 structures with the same formula, charge and spin (kcal/mol) = 90.0
- 2S+1 = 1
- E_LUMO (eV) = 0.56
- HOMO (eV) = -7.83

Last column: Löwdin charge in e.
Atoms and positions in Å:
C 1.570 0.932 0.222  -0.352
C 2.181 2.273 -0.021  -0.052
C 1.359 0.529 1.646  -0.047
C 1.576 -0.056 -0.776  -0.059
O -1.044 -0.327 -1.108  -0.245
H -0.930 0.917 -0.385  0.015
H 2.337 0.358 2.107  0.099
H 1.780 -1.065 -0.424  0.098
H 3.230 2.235 0.289  0.100
H 2.155 2.543 -1.076  0.089
H 1.683 3.044 0.564  0.084
H 0.767 -0.383 1.704  0.085
H 0.850 1.313 2.201  0.085
H 0.275 -0.262 -1.053  0.104
H 2.089 0.186 -1.702  0.088
C -1.545 -2.590 -0.982  -0.105
C -2.525 -1.028 0.565  -0.099
N -1.331 -1.394 -0.184  -0.315
O -0.567 1.774 0.132  -0.113
H -0.671 2.516 -0.478  0.058
H -1.751 -3.428 -0.313  0.081
H -2.318 -0.133 1.150  0.073
H -0.639 -2.805 -1.548  0.077
H -2.379 -2.471 -1.691  0.083
H -2.766 -1.839 1.255  0.082
H -3.385 -0.838 -0.094  0.086

(6)
The following is a DFT calculation (the ωB97M-V functional and the def2-TZVPD basis) of 2 unconnected molecules or ions with the total composition C6H17NS.

Properties
- orbital gap (eV) = 9.44
- energy above the lowest of the compared OMol25 structures with the same formula, charge and spin (kcal/mol) = 9.1
- SMILES = CCCS.CCNC
- 2S+1 = 1
- E_LUMO (eV) = 0.99
- HOMO (eV) = -8.44

Last column: Löwdin charge in e.
Atoms and positions in Å:
C -1.559 -1.176 1.551  -0.122
C -0.166 -1.178 2.177  -0.331
C 0.298 0.211 2.561  -0.631
S 0.651 1.365 1.252  0.695
H -2.293 -0.917 2.312  0.073
H -1.832 -2.149 1.138  0.068
H -1.655 -0.467 0.725  0.045
H -0.247 -1.730 3.115  0.103
H 0.570 -1.693 1.560  0.091
H 1.157 0.091 3.236  0.066
H -0.461 0.603 3.253  0.069
H 0.291 0.616 0.182  -0.173
C 0.763 -1.821 -1.705  -0.098
C 0.419 -0.587 -2.512  -0.301
N -0.443 0.319 -1.760  -0.178
C -0.459 1.675 -2.270  -0.145
H -0.125 -2.356 -1.369  0.069
H 1.377 -2.507 -2.285  0.070
H 1.334 -1.566 -0.808  0.062
H 1.346 -0.048 -2.733  0.114
H -0.008 -0.874 -3.481  0.110
H -1.387 -0.053 -1.762  0.109
H 0.534 2.118 -2.171  0.079
H -1.149 2.277 -1.677  0.078
H -0.750 1.758 -3.325  0.077

(7)
The following is a DFT calculation (the ωB97M-V functional and the def2-TZVPD basis) of a molecular structure, C6H17P2.

Properties
- orbital gap (eV) = 8.14
- energy above the lowest of the compared OMol25 structures with the same formula, charge and spin (kcal/mol) = 62.6
- total charge = +1
- 2S+1 = 1
- E_LUMO (eV) = -4.86
- HOMO (eV) = -13.00

Last column: Löwdin charge in e.
Atoms and positions in Å:
C 1.365 -2.961 0.840  -0.164
C 0.784 3.613 -0.833  -0.053
C -1.335 2.488 -0.139  -0.172
C -1.619 -2.239 -0.378  -0.323
C 1.272 -2.157 -0.522  -0.451
C -0.313 2.641 -1.071  -0.131
P -0.300 0.012 1.282  0.665
P -0.171 -0.972 -0.635  0.665
H 0.474 -3.384 1.216  0.028
H 1.976 -3.866 0.897  0.075
H 1.807 -2.306 1.600  0.058
H 0.757 3.904 0.307  0.133
H 0.486 4.541 -1.445  0.141
H 1.739 3.283 -1.142  0.065
H -2.363 2.028 -0.469  0.144
H -1.481 3.286 0.610  0.111
H -0.981 1.600 0.703  -0.040
H -1.483 -2.720 0.632  0.024
H -1.382 -2.961 -1.221  0.049
H -2.626 -1.630 -0.507  0.069
H 1.258 -2.822 -1.384  0.068
H 2.059 -1.295 -0.485  0.080
H -0.439 2.149 -1.993  0.096
H -0.526 -0.654 2.481  -0.088
H 1.042 0.422 1.657  -0.049

(8)
The following is a DFT calculation (the ωB97M-V functional and the def2-TZVPD basis) of a molecular structure, C6H18AlO3.

Properties
- orbital gap (spin up / spin down) (eV) = 7.04 / 5.93
- total charge = +4
- 2S+1 = 2
- E_LUMO (spin up / spin down) (eV) = -19.04 / -20.11
- HOMO (spin up / spin down) (eV) = -26.07 / -26.05

Last column: Löwdin charge in e.
Atoms and positions in Å:
Al -1.684 1.308 -0.691  1.233
C 1.443 -2.178 0.696  0.042
C 0.496 -1.963 -0.419  -0.144
O 0.613 -0.600 -0.850  0.099
H 1.287 -1.426 1.470  0.114
H 2.493 -2.237 0.407  0.142
H 1.214 -3.159 1.111  0.150
H -0.540 -2.097 -0.107  0.130
H 0.558 -2.636 -1.274  0.225
H 1.545 -0.526 -1.069  0.158
C 1.771 4.269 -2.071  0.080
C 1.245 2.875 -2.467  -0.148
O -0.173 2.995 -2.582  0.102
H 1.286 4.573 -1.143  0.122
H 1.692 4.994 -2.881  0.131
H 2.845 4.235 -1.892  0.151
H 1.592 2.173 -1.709  0.124
H 1.708 2.532 -3.392  0.185
H -0.275 3.388 -3.451  0.176
C -2.012 -2.711 2.748  0.076
C -1.984 -1.169 2.554  -0.098
O -2.514 -0.766 1.279  0.063
H -2.985 -3.196 2.665  0.133
H -1.524 -2.904 3.703  0.139
H -1.277 -3.167 2.085  0.096
H -0.978 -0.747 2.546  0.136
H -2.454 -0.703 3.420  0.219
H -3.389 -1.159 1.314  0.162